(1)
Computed, not measured: 8 unconnected molecules or ions with the total composition C36H65BBr14F10O8S2Si at a distorted geometry, with the ωB97M-V functional and the def2-TZVPD basis.

Properties
orbital gap	8.41	eV
lowest unoccupied orbital energy	-1.304	eV
SMILES	CCCCC[C@@]1(B(O)OCC)[C@H](CCC(F)(F)C(F)(F)C(F)(F)C(F)(F)F)[C@@H](CCO[Si](C)(C)C)S(=O)(=O)O[C@@H]1S(=O)(=O)F.BrCCBr.BrCCBr.BrCCBr.BrCCBr.BrCCBr.BrCCBr.BrCCBr
DFT total energy	-40157.7769	a.u.

Atoms and positions in Å:
C 7.0976 -1.6577 1.8817
C 5.8743 -2.7034 2.2882
C 4.7826 -2.8760 1.0570
C 3.5058 -1.8500 1.3915
C 2.9117 -1.1458 0.0248
C 1.6751 -0.0670 0.3299
B 1.1350 0.5333 -1.1179
O 1.1591 -0.3952 -2.2970
O 0.5948 1.8887 -1.3427
C 1.2145 2.5206 -2.5326
C 1.5850 4.0805 -2.0615
C 0.4310 -0.8740 1.1029
C -0.1641 -2.1297 0.2335
C -0.2092 -3.5667 1.0883
C -0.8232 -4.6836 0.0659
F -2.0291 -4.2076 -0.7074
F 0.2329 -4.9084 -0.9914
C -1.1503 -6.1461 0.7037
F -0.0471 -7.1061 0.3360
F -2.3769 -6.6599 -0.0131
C -1.3954 -6.2035 2.3167
F -1.7655 -7.6383 2.6209
F -0.1452 -5.9748 3.1348
C -2.6432 -5.3029 2.8802
F -3.6158 -6.2244 3.5795
F -2.1443 -4.3928 3.9783
F -3.4348 -4.5987 1.8468
C -0.7965 0.1571 1.5112
C -1.9704 -0.5371 2.4371
C -3.3886 0.3247 2.2448
O -4.3711 -0.5498 1.5862
Si -4.9537 0.1163 0.0680
C -6.4910 1.2741 0.2572
C -5.5772 -1.4197 -0.9845
C -3.6148 0.9819 -1.0122
S -0.0854 1.6047 2.5185
O 0.2970 1.1880 3.9779
O -1.1071 2.7811 2.6448
O 1.2485 2.1870 1.6111
C 2.1925 1.0739 1.3868
S 3.8715 1.8111 1.0079
O 4.2145 1.9301 -0.4975
O 3.8332 3.2919 1.5538
F 5.1931 1.0530 1.7944
H 6.7614 -0.8454 1.0831
H 7.9433 -2.3018 1.3431
H 7.5944 -1.1563 2.8351
H 6.3118 -3.7635 2.5952
H 5.3504 -2.2715 3.2698
H 4.4117 -4.0005 0.9868
H 5.2305 -2.4970 0.0229
H 2.6478 -2.5600 1.8191
H 3.8124 -1.0902 2.2333
H 3.8214 -0.6499 -0.5235
H 2.5607 -2.0430 -0.6740
H 2.0799 -0.3159 -2.6944
H 2.2312 1.9481 -2.7275
H 0.5125 2.5166 -3.4737
H 2.7491 4.2055 -1.9242
H 1.2638 4.8003 -2.9270
H 1.0594 4.3570 -1.0496
H 0.8701 -1.2943 2.1187
H 0.4065 -2.3653 -0.7605
H -1.2729 -1.8226 -0.0814
H -0.8537 -3.3380 2.0374
H 0.8855 -3.8316 1.4335
H -1.3369 0.6468 0.5952
H -1.6199 -0.5674 3.5569
H -2.2212 -1.6280 2.0691
H -3.2236 1.3645 1.7236
H -3.7862 0.5352 3.3505
H -7.4804 0.6885 0.5555
H -6.3255 2.1271 1.0557
H -6.7301 1.8067 -0.7636
H -6.7643 -1.4340 -1.0863
H -5.0951 -1.3471 -2.0593
H -5.1539 -2.4052 -0.4858
H -4.0064 1.2268 -2.1099
H -2.7145 0.2375 -1.1202
H -3.2657 1.9717 -0.4865
H 2.2994 0.5239 2.4409
Br 3.0811 -7.2002 0.4333
C 5.0288 -7.1088 0.3940
C 5.6417 -8.0732 1.3826
Br 5.5138 -7.3922 3.2057
H 5.3033 -6.0662 0.5777
H 5.3052 -7.3777 -0.6293
H 6.7135 -8.1874 1.1966
H 5.1694 -9.0594 1.3766
Br -2.7950 4.2271 -2.1139
C -4.6258 4.8171 -1.7921
C -5.5599 4.3133 -2.8676
Br -5.3727 5.3510 -4.5084
H -4.6010 5.9077 -1.7150
H -4.8936 4.3946 -0.8196
H -6.6029 4.4450 -2.5657
H -5.3924 3.2655 -3.1320
Br -3.2541 -1.5281 6.2036
C -3.4832 -3.4129 6.6491
C -3.1189 -3.6824 8.0906
Br -1.1842 -3.7228 8.3344
H -2.8833 -3.9848 5.9357
H -4.5427 -3.6195 6.4739
H -3.4645 -4.6738 8.3971
H -3.5124 -2.9347 8.7847
Br -2.6126 7.6569 -4.7067
C -1.5039 7.5296 -6.3061
C -1.8212 6.2796 -7.0934
Br -1.0338 4.7015 -6.2605
H -0.4622 7.5828 -5.9776
H -1.7425 8.4236 -6.8890
H -1.3738 6.3275 -8.0904
H -2.8934 6.0880 -7.1900
Br 8.9303 -2.2872 4.7057
C 7.9192 -1.4761 6.1628
C 7.3809 -2.5266 7.1060
Br 5.8242 -3.4249 6.3484
H 7.1382 -0.8617 5.7062
H 8.6330 -0.8259 6.6763
H 7.0212 -2.0669 8.0310
H 8.1097 -3.3040 7.3514
Br 1.9286 7.9354 -4.5131
C 2.1596 9.2374 -5.9465
C 1.9179 10.6444 -5.4516
Br 0.0116 11.0048 -5.2511
H 1.4886 8.9415 -6.7578
H 3.1955 9.1168 -6.2756
H 2.2699 11.3768 -6.1837
H 2.3850 10.8506 -4.4846
Br -3.8091 1.3897 -6.2384
C -5.3242 1.4625 -7.4642
C -6.5032 2.1677 -6.8353
Br -7.4199 1.0111 -5.5601
H -5.5430 0.4335 -7.7629
H -4.9604 2.0187 -8.3327
H -7.2559 2.4101 -7.5909
H -6.2275 3.0794 -6.2981

These are the Mulliken partial charges, in e, on atoms 1 to 5: C -0.91; C -0.05; C -0.12; C 0.11; C -1.29



(2)
Computed, not measured: 8 unconnected molecules or ions with the total composition C36H66F12N12P2 at a distorted geometry, with the ωB97M-V functional and the def2-TZVPD basis.

Properties
orbital gap	9.33	eV
energy relative to the best compared isomer or geometry (same formula, charge and spin)	0.000	eV
lowest unoccupied orbital energy	-7.631	eV
total charge	+4
DFT total energy	-3948.7760	a.u.

Atoms and positions in Å:
C -9.1589 -1.8861 -25.4338
C -10.2376 -1.4360 -26.3984
N -11.2456 -0.5867 -25.7992
C -11.1490 0.7578 -25.6946
C -12.2693 1.2616 -25.1197
N -13.0737 0.1555 -24.9237
C -12.4423 -0.9569 -25.2749
C -14.4016 0.2145 -24.3343
H -8.4329 -2.5899 -25.8268
H -9.5988 -2.3590 -24.5493
H -8.6174 -1.0327 -25.0229
H -10.6944 -2.2662 -26.9380
H -9.7147 -0.9086 -27.1987
H -10.2402 1.2922 -25.9341
H -12.5673 2.2603 -24.8679
H -12.7991 -1.9700 -25.3633
H -14.5587 -0.6367 -23.6771
H -15.1913 0.3762 -25.0648
H -14.4395 1.0822 -23.6735
C -2.0688 -3.9657 -24.1860
C -3.5089 -3.5452 -24.0073
N -4.1166 -3.0855 -25.2696
C -3.7655 -1.9483 -25.9494
C -4.6286 -1.7869 -26.9921
N -5.4334 -2.9160 -27.0069
C -5.0509 -3.6969 -26.0121
C -6.4407 -3.2113 -28.0129
H -1.5571 -3.2922 -24.8765
H -1.9817 -4.9749 -24.5842
H -1.5323 -3.9170 -23.2398
H -3.6258 -2.6927 -23.3388
H -4.1228 -4.3687 -23.6477
H -3.0347 -1.2442 -25.5913
H -4.8030 -1.0298 -27.7297
H -5.5756 -4.6015 -25.7469
H -6.5548 -2.4208 -28.7432
H -7.4038 -3.4270 -27.5521
H -6.1340 -4.1305 -28.5122
C -7.3496 5.7715 -31.5548
C -7.0544 4.8944 -32.7777
N -6.9975 3.4794 -32.4092
C -7.9885 2.8168 -31.7229
C -7.5609 1.5429 -31.5452
N -6.4171 1.3780 -32.2929
C -6.1083 2.5722 -32.8033
C -5.7607 0.0954 -32.4455
H -7.0829 6.7841 -31.8596
H -6.7080 5.6084 -30.6862
H -8.3760 5.6278 -31.2282
H -6.1491 5.2560 -33.2640
H -7.7999 5.0068 -33.5659
H -8.8822 3.2600 -31.3246
H -8.0693 0.7915 -30.9673
H -5.2782 2.7828 -33.4570
H -4.8665 -0.0121 -31.8337
H -5.3055 0.0229 -33.4361
H -6.4499 -0.7243 -32.2904
C -3.3897 5.8821 -27.9817
C -2.8355 4.5135 -27.5383
N -1.3767 4.4357 -27.6964
C -0.4657 4.2220 -26.6981
C 0.7716 4.1849 -27.2798
N 0.5963 4.4135 -28.6062
C -0.7079 4.5792 -28.8506
C 1.6692 4.4880 -29.6041
H -2.6083 6.6203 -28.1570
H -4.1154 6.3084 -27.2945
H -3.8990 5.7414 -28.9361
H -3.2407 3.7299 -28.1777
H -3.1481 4.2584 -26.5298
H -0.7009 4.0698 -25.6588
H 1.7697 4.1144 -26.8828
H -1.1964 4.7115 -29.8007
H 1.7443 3.4830 -30.0276
H 2.6272 4.6775 -29.1305
H 1.4251 5.1776 -30.4042
C -9.1383 4.7626 -27.9182
C -9.8464 5.3005 -26.6725
N -10.8495 6.3496 -26.9147
C -10.9740 7.4734 -26.1276
C -12.0831 8.1057 -26.5861
N -12.6015 7.4031 -27.6481
C -11.8458 6.2943 -27.7896
C -13.8254 7.7307 -28.3922
H -8.4385 3.9832 -27.6173
H -8.6492 5.5847 -28.4349
H -9.8762 4.2858 -28.5662
H -9.1144 5.7028 -25.9757
H -10.4242 4.5439 -26.1350
H -10.3214 7.6170 -25.2859
H -12.5995 9.0084 -26.3010
H -12.1052 5.4475 -28.4017
H -14.4044 6.8259 -28.5410
H -13.6054 8.2552 -29.3188
H -14.3687 8.4421 -27.7729
C -2.5495 0.7937 -28.9150
C -1.5996 -0.3650 -28.7048
N -0.2416 0.0794 -28.3911
C 0.2214 0.8868 -27.4105
C 1.5657 0.9052 -27.4280
N 1.9772 0.0854 -28.4608
C 0.8495 -0.4091 -29.0129
C 3.3373 -0.2778 -28.8491
H -2.5761 1.5020 -28.0750
H -3.6066 0.5855 -29.0628
H -2.2016 1.4140 -29.7474
H -1.5312 -0.9370 -29.6307
H -1.9347 -1.0694 -27.9447
H -0.3960 1.3023 -26.6318
H 2.2780 1.3101 -26.7285
H 0.8535 -1.0412 -29.8881
H 3.7526 -0.8726 -28.0373
H 3.9964 0.5745 -28.9991
H 3.2339 -0.8094 -29.7913
P -6.8991 1.0595 -27.7333
F -6.5678 2.4566 -28.5420
F -6.3527 0.2630 -29.0159
F -5.4523 1.1677 -27.0221
F -7.2727 -0.3947 -27.0860
F -7.5383 1.8392 -26.4882
F -8.3866 1.0954 -28.4381
P -4.0898 -2.8317 -30.6862
F -5.2492 -3.8079 -30.0924
F -3.3076 -4.0696 -31.3426
F -4.9672 -2.7059 -32.0182
F -2.8696 -1.8571 -31.2556
F -4.7928 -1.4856 -30.0859
F -3.2767 -2.9489 -29.2854

These are the Mulliken partial charges, in e, on atoms 1 to 5: C -0.77; C -0.23; N 0.28; C -0.34; C -0.58